1.
Below is a 10-piece molecular cluster, C40H110N10O10 overall at a distorted geometry, with properties calculated with ωB97M-V with the def2-TZVPD basis set.

```
170
C40H110N10O10 ωB97M-V with the def2-TZVPD basis set
O -24.961 -32.537 3.390
O -19.032 -32.170 -2.915
O -23.268 -39.447 -3.530
O -21.175 -35.110 -6.763
O -22.615 -30.330 -1.942
O -24.357 -31.913 -5.938
O -15.100 -31.242 0.564
O -11.873 -31.068 -7.361
O -12.901 -31.661 -2.644
O -16.907 -26.045 -3.619
N -22.059 -32.638 3.305
N -16.938 -32.511 -5.987
N -14.232 -32.631 -7.382
N -17.781 -27.606 -0.389
N -23.533 -36.419 -5.669
N -26.288 -32.065 -9.096
N -18.329 -35.146 -6.862
N -10.369 -30.204 -2.218
N -11.960 -30.292 2.181
N -19.909 -29.356 -1.550
C -13.782 -30.719 0.632
C -13.977 -31.595 -8.379
C -16.828 -26.489 -4.957
C -10.467 -31.013 -7.465
C -16.446 -25.571 -0.792
C -22.901 -32.590 2.113
C -11.649 -32.303 -2.521
C -20.929 -28.734 -3.718
C -17.454 -26.563 -1.360
C -22.916 -37.386 -4.767
C -24.620 -33.667 -8.405
C -18.332 -35.203 -9.315
C -13.364 -30.693 2.079
C -22.117 -36.658 -3.681
C -23.715 -30.918 -5.194
C -17.287 -32.132 -4.597
C -13.345 -31.532 -3.990
C -19.123 -34.820 -8.063
C -24.203 -40.306 -2.891
C -14.240 -29.702 2.867
C -12.485 -31.387 -8.599
C -26.047 -33.313 3.902
C -24.758 -31.453 -7.224
C -9.139 -32.243 -2.670
C -23.917 -38.402 -4.227
C -21.584 -33.744 -6.781
C -18.721 -32.500 -4.255
C -16.941 -27.095 -2.680
C -20.506 -35.500 -7.962
C -23.882 -30.760 -1.488
C -25.540 -32.555 -7.939
C -22.230 -33.322 0.979
C -15.706 -31.093 -0.709
C -22.365 -28.975 -1.691
C -10.440 -31.497 -2.954
C -16.945 -30.684 -4.356
C -14.656 -30.284 -7.869
C -24.292 -33.222 2.361
C -20.965 -28.578 -2.202
C -20.288 -32.618 -2.486
H -16.601 -32.701 -3.963
H -18.952 -35.045 -10.199
H -21.181 -33.033 0.911
H -17.460 -31.829 -6.539
H -15.719 -30.386 -7.697
H -24.718 -30.130 -1.807
H -23.193 -28.437 -2.184
H -10.280 -30.411 -1.223
H -16.473 -25.651 -5.555
H -22.666 -32.434 4.097
H -15.978 -27.611 -2.550
H -21.772 -28.292 -4.244
H -23.425 -31.283 -4.211
H -21.622 -37.420 -3.066
H -24.077 -34.185 -7.604
H -14.502 -31.869 -9.297
H -12.068 -32.340 -8.943
H -13.816 -29.672 0.294
H -10.012 -31.850 -8.006
H -8.275 -31.675 -3.007
H -10.148 -30.089 -7.955
H -17.795 -35.983 -7.085
H -14.048 -29.932 -7.032
H -20.490 -33.649 -2.801
H -11.623 -30.503 3.111
H -25.728 -34.330 4.146
H -25.462 -30.633 -7.038
H -9.055 -32.552 -1.629
H -13.662 -32.483 -6.558
H -12.305 -30.619 -9.358
H -21.114 -32.111 -3.007
H -23.986 -31.801 -1.781
H -21.104 -35.235 -8.842
H -23.919 -30.728 -0.392
H -16.830 -25.146 0.138
H -24.794 -40.841 -3.637
H -9.136 -33.174 -3.257
H -17.442 -34.576 -9.317
H -11.601 -32.443 -1.433
H -18.041 -36.254 -9.361
H -22.214 -34.406 1.122
H -15.687 -30.019 -0.924
H -17.771 -30.101 -4.782
H -23.681 -41.050 -2.294
H -22.812 -35.832 -6.080
H -10.573 -31.138 -3.980
H -22.054 -33.421 -7.713
H -13.515 -30.500 -4.287
H -14.385 -28.783 2.294
H -12.627 -31.965 -4.697
H -26.643 -31.124 -8.929
H -15.451 -26.009 -0.703
H -15.201 -32.643 -7.060
H -22.229 -37.979 -5.378
H -22.774 -36.145 -2.971
H -17.802 -26.815 -5.333
H -26.878 -33.330 3.197
H -24.570 -38.848 -4.980
H -16.993 -30.498 -3.280
H -16.302 -24.705 -1.442
H -20.840 -27.511 -1.985
H -11.827 -29.297 2.050
H -23.899 -31.060 -7.772
H -18.243 -27.113 0.369
H -17.560 -27.940 -3.009
H -20.035 -28.268 -4.146
H -23.175 -31.573 1.817
H -21.766 -33.602 3.445
H -13.476 -31.685 2.520
H -13.835 -29.388 3.833
H -24.261 -35.824 -5.297
H -22.405 -28.672 -0.630
H -18.810 -33.588 -4.355
H -16.746 -31.402 -0.745
H -24.867 -33.145 1.422
H -15.103 -31.609 -1.460
H -23.838 -33.312 -9.077
H -24.562 -37.841 -3.532
H -20.246 -29.392 -0.587
H -21.373 -35.936 -4.009
H -24.376 -30.055 -5.030
H -15.195 -30.153 3.150
H -25.193 -34.527 -8.762
H -20.442 -32.447 -1.426
H -20.495 -36.590 -7.965
H -16.102 -27.303 -5.038
H -14.181 -32.234 -4.092
H -18.939 -35.462 -6.111
H -13.199 -31.333 -0.059
H -22.770 -33.092 0.059
H -20.706 -33.109 -6.638
H -24.206 -34.315 2.444
H -15.953 -30.382 -4.676
H -20.003 -30.304 -1.928
H -24.783 -39.672 -2.217
H -20.782 -29.798 -3.925
H -27.167 -32.564 -9.200
H -22.311 -33.631 -5.978
H -14.457 -29.494 -8.610
H -26.266 -32.856 4.866
H -19.345 -33.752 -8.050
H -9.481 -29.760 -2.424
H -17.338 -33.426 -6.208
H -18.492 -28.250 -0.772
H -26.160 -33.029 -7.170
H -10.107 -31.064 -6.437
H -22.811 -30.522 -5.676
H -18.391 -26.030 -1.585
H -19.447 -32.050 -4.945
H -11.599 -33.329 -2.903
```

Calculated values
- Multiplicity: 1
- SMILES: COC[C@H](C)N.COC[C@H](C)N.COC[C@H](C)N.COC[C@H](C)N.COC[C@H](C)N.COC[C@H](C)N.COC[C@H](C)N.COC[C@H](C)N.COC[C@H](C)N.COC[C@H](C)N
- M: 891.4 g mol⁻¹
- Kohn-Sham gap: 8.67 eV

=====

2.
Below is a 10-piece molecular cluster, C40H110N10O10 overall at a distorted geometry, with properties calculated with ωB97M-V with the def2-TZVPD basis set.

```
170
C40H110N10O10 ωB97M-V with the def2-TZVPD basis set
O 2.047 0.222 0.429
O -2.865 -3.448 -0.847
O 7.050 -0.209 -2.984
O 0.899 4.296 3.070
O 1.233 -2.511 -6.584
O 8.745 -3.915 1.066
O -4.034 -1.386 5.599
O -6.683 0.199 2.224
O 1.112 2.551 -2.610
O -3.130 4.898 1.577
N 2.905 5.623 -1.603
N 6.282 -2.154 -0.988
N -0.673 1.066 -0.481
N -3.062 5.602 -1.487
N -8.379 -2.873 3.250
N 4.640 -1.833 -3.895
N -1.756 -4.731 -4.114
N -5.932 -1.973 7.493
N -1.428 -1.768 -5.498
N 1.554 3.910 6.653
C -4.704 -2.644 5.477
C 3.981 3.690 -2.767
C 1.633 4.301 1.879
C 0.936 5.977 5.481
C 0.922 4.462 5.435
C 8.159 -3.478 -0.156
C -2.048 5.776 1.709
C -8.755 -0.534 3.956
C -5.393 0.378 1.618
C -3.901 4.593 -0.772
C -6.099 -4.324 6.913
C -1.764 -5.953 -1.942
C -3.228 4.040 0.473
C -5.219 -3.081 6.835
C -8.401 -1.463 2.801
C 5.782 0.257 -3.336
C 2.322 -0.411 -0.789
C 1.043 -2.194 -5.211
C -2.951 -2.172 -0.238
C 8.092 -0.075 -3.905
C -2.316 -4.771 -2.755
C 6.972 -2.606 0.219
C -0.087 -1.185 -5.148
C 0.054 2.910 -3.478
C -0.218 -0.724 -3.701
C 5.974 -3.319 1.168
C -2.079 -3.458 -2.012
C 2.140 -3.509 -6.915
C 1.676 3.919 4.198
C -4.408 3.543 -1.758
C 9.311 -5.218 0.968
C 3.911 0.096 -5.127
C -1.381 1.009 1.877
C -2.895 -1.331 4.773
C -7.008 -1.167 2.214
C 5.134 -0.579 -4.465
C 0.826 -0.107 1.049
C 2.670 4.472 -2.504
C -0.205 0.989 0.907
C 1.580 3.627 -1.830
H 2.553 4.897 1.811
H -5.568 -5.182 6.495
H -1.306 1.871 -0.496
H -4.140 -3.461 5.020
H -5.567 0.484 0.546
H 8.595 -5.873 0.466
H 3.189 -3.221 -6.735
H -1.835 0.009 1.878
H 1.978 -1.749 -4.846
H -6.381 -1.731 2.924
H -0.104 4.096 5.392
H 3.569 -0.646 -5.850
H -0.672 -5.949 -1.908
H 7.394 -1.815 0.857
H -2.438 -2.628 -2.635
H -3.609 -2.323 0.616
H 2.687 -1.441 -0.637
H -0.153 2.088 -4.157
H 1.067 4.454 0.962
H -4.712 3.980 -2.706
H -3.448 -1.431 -0.879
H 2.715 4.265 4.193
H -1.235 -2.191 -6.409
H 8.920 -2.952 -0.740
H 9.600 -5.481 1.981
H -5.505 -2.402 4.766
H 9.026 -0.381 -3.424
H -5.057 1.356 1.974
H 5.528 -1.544 -0.680
H 1.952 6.330 5.295
H -4.299 -3.233 7.425
H -8.087 -0.456 4.818
H 0.046 1.455 -1.095
H -2.119 1.781 1.689
H 5.111 -2.654 1.224
H 3.573 6.266 -2.013
H -1.030 1.049 2.912
H -0.998 -3.313 -1.879
H 3.135 0.101 -1.301
H -4.700 -0.353 2.036
H 6.925 -1.539 -1.501
H -6.792 -1.683 1.273
H 5.141 0.196 -2.455
H 4.803 -2.680 -4.425
H -0.831 3.235 -2.921
H 5.674 -4.293 0.781
H -6.343 -4.485 7.959
H 1.584 2.898 6.567
H -6.969 -4.176 6.272
H 4.061 3.423 -3.820
H -5.305 -1.186 7.603
H 4.788 4.274 -2.332
H 4.030 1.047 -5.647
H 6.400 -3.421 2.162
H -2.177 -2.143 4.927
H -9.755 -0.808 4.316
H -3.587 2.843 -1.949
H -1.605 -2.586 -4.904
H 1.672 2.820 4.213
H 7.738 -4.311 -0.733
H 2.304 4.924 -3.430
H -2.111 -5.824 -0.913
H -9.226 -1.342 2.096
H -7.732 -2.843 4.037
H -2.354 6.520 2.441
H 0.751 4.250 -1.487
H 5.042 -2.061 -2.989
H 2.106 3.163 -0.989
H 3.407 5.230 -0.806
H -4.812 5.052 -0.353
H 1.073 -0.251 2.105
H -1.797 6.283 0.765
H -2.357 -0.400 4.954
H 5.828 1.310 -3.643
H -3.378 -4.953 -2.925
H 2.535 4.182 6.664
H 8.049 -0.810 -4.714
H -2.117 -6.902 -2.343
H -3.193 -1.351 3.717
H -0.101 -1.546 -2.995
H 5.847 -0.783 -5.267
H -3.066 6.432 -0.895
H 8.291 0.936 -4.267
H -3.898 3.253 0.829
H -0.032 -0.387 -5.887
H -2.243 3.634 0.201
H -6.258 -2.289 8.395
H 1.423 -0.564 -1.395
H 0.401 -1.051 0.689
H -8.978 0.524 3.762
H -1.201 -0.257 -3.637
H 0.347 1.901 1.200
H 0.568 6.320 6.448
H -1.097 5.306 1.992
H 1.963 -4.461 -6.405
H 2.035 3.277 1.748
H 0.232 6.397 4.763
H -0.757 -4.901 -4.113
H 0.797 -3.080 -4.617
H -9.288 -3.100 3.638
H 10.201 -5.243 0.326
H -5.239 2.986 -1.327
H 4.026 2.713 -2.271
H -3.677 5.881 -2.251
H -1.948 -1.801 -0.020
H 0.497 0.038 -3.377
H -2.205 -5.430 -4.688
H 0.352 3.774 -4.086
H 3.129 0.214 -4.374
H 2.150 -3.669 -7.994
```

Calculated values
- Multiplicity: 1
- SMILES: COC[C@H](C)N.COC[C@H](C)N.COC[C@H](C)N.COC[C@H](C)N.COC[C@H](C)N.COC[C@H](C)N.COC[C@H](C)N.COC[C@H](C)N.COC[C@H](C)N.COC[C@H](C)N
- M: 891.4 g mol⁻¹
- Kohn-Sham gap: 9.37 eV